C3H4Br3CaO2Rb | ωB97M-V/def2-TZVPD

net charge: +2
energy above the lowest of the compared OMol25 structures with the same formula, charge and spin: 0.0 kJ/mol

Structure (XYZ):
```
14
C3H4Br3CaO2Rb | the Open Molecules 2025 dataset | ωB97M-V/def2-TZVPD
Rb 15.96912 -0.78720 2.37041
Ca 18.42579 -1.97491 -1.46267
C 14.35068 -2.57796 -1.35304
C 15.80748 -2.39574 -1.32589
O 16.43895 -2.09310 -0.22801
O 16.46655 -2.50660 -2.39996
H 14.13242 -3.47926 -1.92450
H 13.92565 -1.73785 -1.90504
H 13.94095 -2.63758 -0.35039
C 14.57784 -4.94476 3.64042
Br 15.82198 -3.92896 4.70102
Br 14.60704 -6.80261 4.05789
Br 14.94411 -4.64323 1.77550
H 13.58718 -4.57101 3.85045
```

C3H4BrClO | ωB97M-V/def2-TZVPD

energy above the lowest of the compared OMol25 structures with the same formula, charge and spin: 209.9 kJ/mol

Structure (XYZ):
```
10
C3H4BrClO | the Open Molecules 2025 dataset | ωB97M-V/def2-TZVPD
C 0.04289 -0.11022 -0.18815
C -0.86131 0.20104 0.94115
O -2.21804 -0.40869 0.93590
C -2.12138 0.89387 0.71248
Cl -2.83454 1.55968 -1.23470
Br -2.78024 2.23055 1.82699
H 0.53719 0.80059 -0.57089
H -0.58919 -0.74388 -0.85504
H 0.97175 -0.71472 0.05914
H -0.50088 0.44396 1.88570
```

C3H4BrI | ωB97M-V/def2-TZVPD

energy above the lowest of the compared OMol25 structures with the same formula, charge and spin: 110.4 kJ/mol

Structure (XYZ):
```
9
C3H4BrI | the Open Molecules 2025 dataset | ωB97M-V/def2-TZVPD
Br -3.28990 1.13411 -1.34185
C -1.66627 0.23377 -1.61554
C -1.44134 -1.02333 -1.17922
C -0.13878 -1.34979 -0.98067
I -0.36808 -3.61582 -2.02787
H -0.79947 0.83036 -1.83094
H -2.18816 -1.82913 -1.01743
H 0.17035 -1.57144 0.02359
H 0.54560 -0.93456 -1.62352
```

C3H4BrN3 | ωB97M-V/def2-TZVPD

energy above the lowest of the compared OMol25 structures with the same formula, charge and spin: 11.1 kJ/mol

Structure (XYZ):
```
11
C3H4BrN3 | the Open Molecules 2025 dataset | ωB97M-V/def2-TZVPD
C -0.44990 0.63009 -1.22550
N 0.03989 0.03825 0.03008
C 1.01575 0.53675 0.87383
N 1.15808 -0.24780 1.90444
N 0.29235 -1.30176 1.75755
C -0.30017 -1.17292 0.62901
Br -1.59697 -2.33979 -0.10315
H 0.28995 0.55664 -2.01142
H -1.40244 0.15325 -1.55940
H -0.63014 1.72425 -1.10517
H 1.58361 1.42306 0.80973
```

C3H4BrN3O5 | ωB97M-V/def2-TZVPD

energy above the lowest of the compared OMol25 structures with the same formula, charge and spin: 12.9 kJ/mol

Structure (XYZ):
```
16
C3H4BrN3O5 | the Open Molecules 2025 dataset | ωB97M-V/def2-TZVPD
O -1.36203 2.15670 -3.25420
N -1.72291 1.07154 -2.92668
O -2.27595 0.24126 -3.54106
N -1.67958 0.78454 -1.53794
O -0.79642 1.62363 -0.79124
C -0.07663 0.85727 0.16166
C -0.10001 -0.59926 -0.30529
C -1.37692 -0.69615 -1.12238
Br -2.93991 -1.25370 -0.04270
N -1.22541 -1.64595 -2.36986
O -1.86200 -2.67552 -2.39986
O -0.28198 -1.39753 -3.07980
H -0.45112 0.96490 1.26294
H 0.91638 1.15817 0.17872
H 0.63806 -0.82715 -1.17136
H -0.02199 -1.47041 0.38858
```

C3H4BrNO | ωB97M-V/def2-TZVPD

energy above the lowest of the compared OMol25 structures with the same formula, charge and spin: 345.8 kJ/mol

Structure (XYZ):
```
10
C3H4BrNO | the Open Molecules 2025 dataset | ωB97M-V/def2-TZVPD
C 1.08170 0.98050 1.04747
C -0.89537 -0.06850 -1.15549
C 0.70293 -0.34539 0.58032
N 1.11398 2.08829 1.27222
O 0.43018 -0.50779 -0.73059
Br 1.93520 -1.80703 1.15970
H -1.36084 -0.72402 -2.01241
H -0.84558 0.96144 -1.52326
H -1.51396 -0.03386 -0.26269
H -0.64825 -0.54363 1.62474
```

C3H4BrNO | ωB97M-V/def2-TZVPD

energy above the lowest of the compared OMol25 structures with the same formula, charge and spin: 126.2 kJ/mol

Structure (XYZ):
```
10
C3H4BrNO | the Open Molecules 2025 dataset | ωB97M-V/def2-TZVPD
Br 2.57267 0.35586 0.02179
C 0.82621 0.06577 0.61047
C -0.44917 0.99794 -0.34410
N -1.24581 -0.13795 -0.69315
C -0.74388 -1.23724 -0.32406
O 0.43931 -1.25312 0.36934
H 0.82033 0.17565 1.73002
H -1.11072 1.50708 0.29555
H 0.04587 1.66729 -1.05782
H -1.15481 -2.14129 -0.60803
```

C3H4BrNO | ωB97M-V/def2-TZVPD

energy above the lowest of the compared OMol25 structures with the same formula, charge and spin: 214.3 kJ/mol

Structure (XYZ):
```
10
C3H4BrNO | the Open Molecules 2025 dataset | ωB97M-V/def2-TZVPD
C -0.24649 2.74070 -0.77487
C -0.20319 0.96016 1.05125
C 1.22305 -0.10379 -0.57341
N -0.32696 2.06702 0.20739
O 0.12600 -0.19308 0.30419
Br 3.15711 -0.40256 0.12129
H 0.54632 1.33183 1.91740
H -1.18561 0.61253 1.60306
H 1.01632 -1.02835 -1.22854
H 1.23210 0.79158 -1.09789
```

C3H4BrNO | ωB97M-V/def2-TZVPD

energy above the lowest of the compared OMol25 structures with the same formula, charge and spin: 212.5 kJ/mol

Structure (XYZ):
```
10
C3H4BrNO | the Open Molecules 2025 dataset | ωB97M-V/def2-TZVPD
O -0.54249 2.36065 -0.14422
C -0.29478 1.20845 -0.10250
C 0.86354 0.26333 0.27477
C 0.12120 -0.90869 -0.24863
N -1.06622 -0.13454 -0.73370
Br -2.64348 -0.71942 0.09577
H 1.88560 0.45779 -0.10820
H 1.06069 0.32834 1.49148
H 0.66946 -1.29608 -1.03878
H -0.05352 -1.55984 0.51402
```

C3H4BrNO | ωB97M-V/def2-TZVPD

energy above the lowest of the compared OMol25 structures with the same formula, charge and spin: 521.4 kJ/mol

Structure (XYZ):
```
10
C3H4BrNO | the Open Molecules 2025 dataset | ωB97M-V/def2-TZVPD
C -0.57924 -0.85972 -0.81627
C -0.48872 0.40540 -1.13364
C 0.31884 0.69291 0.97242
N 0.65765 -0.58548 1.11733
O -0.13899 -1.41277 0.41642
Br -0.94659 1.61784 -2.32342
H -0.94922 -1.65904 -1.48733
H 1.04322 1.51133 1.09517
H -0.60386 1.21646 1.21148
H 1.68691 -0.92694 0.94783
```

C3H4BrNO2 | ωB97M-V/def2-TZVPD

energy above the lowest of the compared OMol25 structures with the same formula, charge and spin: 244.9 kJ/mol

Structure (XYZ):
```
11
C3H4BrNO2 | the Open Molecules 2025 dataset | ωB97M-V/def2-TZVPD
C 0.84248 1.04707 -0.67382
C 0.20132 -0.26742 -0.78510
O 0.23584 -0.99583 -1.78038
C -0.77846 -0.71957 0.37190
Br -1.89998 0.83127 0.84159
N -0.11209 -0.85116 1.68098
O -0.07630 -1.95634 2.15740
H 1.10441 1.45304 0.30538
H 0.19523 1.84309 -1.06716
H 1.72727 1.09119 -1.23925
H -1.43972 -1.47533 0.18843
```

C3H4BrNS | ωB97M-V/def2-TZVPD

energy above the lowest of the compared OMol25 structures with the same formula, charge and spin: 334.9 kJ/mol

Structure (XYZ):
```
10
C3H4BrNS | the Open Molecules 2025 dataset | ωB97M-V/def2-TZVPD
C 0.21755 1.10677 0.99347
C 0.66902 -1.01439 -0.00786
C -1.67739 0.79827 -0.84207
N 0.77907 -0.03948 0.80164
S -0.80505 2.03146 -0.18555
Br -2.81735 -0.17314 0.31966
H 0.33382 1.47942 2.04515
H -0.25268 -1.15754 -0.59610
H 1.53291 -1.46654 -0.11561
H -1.78860 0.87748 -1.93638
```

C3H4BrNS | ωB97M-V/def2-TZVPD

energy above the lowest of the compared OMol25 structures with the same formula, charge and spin: 290.5 kJ/mol

Structure (XYZ):
```
10
C3H4BrNS | the Open Molecules 2025 dataset | ωB97M-V/def2-TZVPD
C -1.50157 1.69694 1.64790
C -0.68958 -0.23515 -0.45266
C 0.33918 2.08425 0.69321
N -2.51651 1.41484 2.07103
S -0.06543 1.39973 -0.95445
Br 0.55121 3.99156 0.78816
H -0.34177 -0.55439 0.46384
H -0.39767 -0.79107 -1.29417
H -1.84794 -0.11026 -0.51947
H 1.19694 1.50575 1.09687
```

C3H4CaLiO3 | ωB97M-V/def2-TZVPD

net charge: +1
energy above the lowest of the compared OMol25 structures with the same formula, charge and spin: 0.0 kJ/mol

Structure (XYZ):
```
12
C3H4CaLiO3 | the Open Molecules 2025 dataset | ωB97M-V/def2-TZVPD
O -2.20095 1.45146 0.51479
C -1.19676 2.16896 0.22592
C -0.08705 2.33453 1.10264
H -1.22775 2.57933 -0.80384
H -0.23509 -1.21001 -1.80241
H -0.31241 2.12286 2.15998
H 0.51806 3.22914 0.92360
Li -2.21141 -0.34436 0.91498
O -0.49610 -0.91431 0.24251
C 0.25919 -1.20612 -0.72654
O 1.46880 -0.90351 -0.65540
Ca 1.17325 0.55215 0.76972
```

C3H4CaLiO4 | ωB97M-V/def2-TZVPD

2S+1: 2
expectation value of S²: 0.75
net charge: +2
energy above the lowest of the compared OMol25 structures with the same formula, charge and spin: 8.1 kJ/mol

Structure (XYZ):
```
13
C3H4CaLiO4 | the Open Molecules 2025 dataset | ωB97M-V/def2-TZVPD
H 0.19982 -0.28833 -4.40384
C 0.43547 0.68968 -3.98088
C 1.62659 1.25372 -3.39299
O 0.42115 0.90549 -2.60963
H 2.48393 0.61526 -3.16646
H 1.79962 2.32990 -3.43668
O -0.31420 -0.72221 1.08356
C -0.70708 -0.45738 2.26355
O -1.61559 -1.27028 2.75774
Ca -0.07285 0.14521 -0.72156
H -1.16110 -1.33647 3.74670
Li 1.93352 0.22554 3.01044
O 0.16967 -0.25002 3.15697
```

C3H4Cl2O | ωB97M-V/def2-TZVPD

energy above the lowest of the compared OMol25 structures with the same formula, charge and spin: 372.2 kJ/mol

Structure (XYZ):
```
10
C3H4Cl2O | the Open Molecules 2025 dataset | ωB97M-V/def2-TZVPD
C 0.12526 -0.10829 -0.61902
C 1.20401 0.32789 0.40903
C -0.82526 -0.90904 1.32784
O -0.60333 -1.06527 0.02965
Cl 1.19708 2.02809 0.70358
Cl -1.43592 -2.42042 1.87621
H -0.37170 0.67268 -1.24684
H 0.63076 -0.63203 -1.44389
H 2.18364 -0.14776 0.17717
H 0.80300 -0.03380 1.19551
```

C3H4Cl2O | ωB97M-V/def2-TZVPD

energy above the lowest of the compared OMol25 structures with the same formula, charge and spin: 140.9 kJ/mol

Structure (XYZ):
```
10
C3H4Cl2O | the Open Molecules 2025 dataset | ωB97M-V/def2-TZVPD
O -1.55318 0.13982 -0.78304
C -0.38653 -0.42176 -0.37732
C 0.10940 -0.39269 1.02490
C 0.72133 0.49795 0.04763
Cl 2.38014 0.28095 -0.47610
Cl 0.22783 2.15401 -0.01963
H -1.54834 0.17128 -1.74627
H -0.03881 -1.28569 -0.96563
H -0.55825 0.05914 1.78508
H 0.64640 -1.20302 1.51038
```

C3H4Cl3FSi | ωB97M-V/def2-TZVPD

energy above the lowest of the compared OMol25 structures with the same formula, charge and spin: 0.0 kJ/mol

Structure (XYZ):
```
12
C3H4Cl3FSi | the Open Molecules 2025 dataset | ωB97M-V/def2-TZVPD
C 0.89932 0.31142 -0.48892
C -0.12900 -0.26847 0.05209
C -1.25119 0.59460 0.72141
F -1.06116 1.88467 0.29866
Si -3.12954 -0.06650 -0.01632
Cl -4.42923 1.10996 0.88452
Cl -3.41347 0.09048 -2.00332
Cl -3.31914 -1.99589 0.43992
H 1.78704 -0.18896 -0.94748
H 0.95378 1.48188 -0.47843
H -0.22473 -1.29006 0.17699
H -1.00834 0.77426 1.83034
```

C3H4ClF | ωB97M-V/def2-TZVPD

energy above the lowest of the compared OMol25 structures with the same formula, charge and spin: 85.1 kJ/mol

Structure (XYZ):
```
9
C3H4ClF | the Open Molecules 2025 dataset | ωB97M-V/def2-TZVPD
F 2.33270 -0.82052 -0.05060
C 0.99342 -0.82861 -0.00326
C 0.44632 0.37643 -0.23505
C -1.01940 0.57691 0.12104
Cl -1.95624 -0.99115 -0.11750
H 0.79459 -1.87848 0.36155
H 1.12796 1.14634 -0.49465
H -1.35176 1.08661 1.07892
H -1.36759 1.33247 -0.66045
```

C3H4ClF | ωB97M-V/def2-TZVPD

energy above the lowest of the compared OMol25 structures with the same formula, charge and spin: 396.0 kJ/mol

Structure (XYZ):
```
9
C3H4ClF | the Open Molecules 2025 dataset | ωB97M-V/def2-TZVPD
F 1.43120 1.68338 0.95659
C 0.66654 0.62395 0.27999
C 0.90548 0.14424 -0.96401
C 0.36339 -0.89688 -0.16865
H 1.17494 0.35715 -1.99090
H 1.18822 -1.66244 0.07049
H -0.53873 -1.42194 -0.21923
Cl -3.24906 0.54509 0.83775
H -1.94199 0.62744 1.19796
```

Calculated values (eV) of energy for the records, taken in order: -236479.75599; -87785.81227; -81316.92119; -77687.68854; -87916.69662; -76751.93558; -76754.21183; -76753.29939; -76753.31714; -76750.11646; -78800.18432; -85539.65625; -85540.11714; -27957.97404; -29991.81725; -30264.41945; -30266.81635; -51340.95908; -18414.19149; -18410.96984.